# 1
76
Properties=species:S:1:pos:R:3 method="wB97M-V/def2-TZVPD" s2=0.772 fmax_ha_per_bohr=0.00503 homo_ev="-6.8 / -7.5" spin_multiplicity=2 energy_ev=-149967.6663 relative_energy_kcal_mol=0.6
Tc -0.798 -0.473 -0.724
C 0.393 -1.501 -2.332
C 0.358 -0.087 -2.564
C 1.021 0.531 -1.412
C 1.391 -0.559 -0.543
C 1.011 -1.803 -1.100
C 1.384 -3.162 -0.562
C 2.830 -3.434 -1.007
C 1.313 -3.176 0.964
C 0.465 -4.236 -1.133
C 1.563 1.937 -1.133
C 0.595 3.072 -1.468
C 1.914 2.083 0.359
C 2.877 2.112 -1.911
C -0.215 0.485 -3.869
C -0.662 -0.664 -4.785
C -1.448 1.373 -3.654
C 0.865 1.263 -4.635
H -0.050 -2.239 -2.978
H 1.911 -0.459 0.394
H 3.516 -2.689 -0.598
H 2.915 -3.416 -2.095
H 3.146 -4.419 -0.656
H 2.003 -2.449 1.401
H 1.592 -4.163 1.339
H 0.302 -2.966 1.311
H 0.605 -4.348 -2.211
H -0.584 -4.006 -0.951
H 0.679 -5.200 -0.670
H -0.358 2.931 -0.954
H 0.409 3.164 -2.535
H 1.025 4.019 -1.134
H 1.052 1.876 0.992
H 2.239 3.109 0.545
H 2.739 1.431 0.649
H 2.737 2.049 -2.988
H 3.593 1.340 -1.621
H 3.318 3.086 -1.681
H -1.434 -1.280 -4.321
H 0.175 -1.306 -5.069
H -1.083 -0.241 -5.698
H -2.307 0.774 -3.351
H -1.699 1.873 -4.592
H -1.298 2.133 -2.894
H 1.780 0.675 -4.728
H 1.111 2.210 -4.161
H 0.503 1.487 -5.641
S -1.767 -4.579 2.383
As -3.050 -4.146 0.800
S -2.713 -1.346 -1.617
S -2.636 -1.748 0.372
S -3.076 -5.072 -1.044
O -1.105 0.965 0.768
S -2.105 0.919 1.941
C -1.759 2.463 2.754
C -2.744 3.434 2.645
C -2.524 4.690 3.193
C -1.329 4.958 3.842
C -0.349 3.977 3.947
C -0.560 2.721 3.405
C -1.457 -0.249 3.108
C -2.341 -0.763 4.046
C -1.876 -1.692 4.962
C -0.551 -2.104 4.918
C 0.314 -1.594 3.961
C -0.136 -0.659 3.042
H -3.671 3.209 2.131
H -3.286 5.453 3.113
H -1.157 5.935 4.272
H 0.581 4.192 4.457
H 0.195 1.951 3.489
H -3.381 -0.458 4.045
H -2.554 -2.118 5.689
H -0.200 -2.852 5.615
H 1.336 -1.946 3.910
H 0.509 -0.279 2.260


# 2
78
Properties=species:S:1:pos:R:3 method="wB97M-V/def2-TZVPD" fmax_ha_per_bohr=0.01917 homo_ev=-7.0 energy_ev=-117537.8441
Cu 0.124 1.847 0.106
C -1.073 -4.380 -1.392
O -1.649 -4.785 -0.173
C -2.538 -3.981 0.493
C -3.536 -4.686 1.163
C -4.498 -4.043 1.914
C -4.476 -2.663 2.007
C -3.481 -1.950 1.368
C -2.497 -2.583 0.605
N -1.503 -1.811 -0.033
C -1.164 -0.511 0.317
N -0.989 -0.350 1.643
C -0.524 0.662 2.526
C 0.071 1.839 2.036
C 0.556 2.751 2.975
C 0.510 2.509 4.336
C -0.093 1.355 4.790
C -0.649 0.433 3.907
O -1.376 -0.552 4.565
C -1.379 -1.911 4.200
N -0.902 0.377 -0.607
C -1.243 0.245 -1.948
C -0.367 0.785 -2.893
C -0.621 0.727 -4.245
C -1.778 0.122 -4.709
C -2.689 -0.373 -3.795
C -2.451 -0.295 -2.430
O -3.433 -0.760 -1.559
C -4.324 0.255 -1.146
H -0.745 -5.303 -1.872
H -0.207 -3.731 -1.234
H -1.804 -3.887 -2.040
H -3.528 -5.761 1.066
H -5.270 -4.611 2.408
H -5.232 -2.140 2.573
H -3.462 -0.873 1.443
H -1.426 -1.979 -1.026
H -1.234 -1.194 2.137
H 0.989 3.676 2.614
H 0.934 3.210 5.043
H -0.170 1.140 5.844
H -1.574 -2.461 5.124
H -0.420 -2.249 3.792
H -2.200 -2.149 3.507
H 0.534 1.263 -2.531
H 0.092 1.158 -4.930
H -1.984 0.053 -5.766
H -3.611 -0.831 -4.123
H -5.026 -0.228 -0.468
H -4.866 0.685 -1.998
H -3.789 1.061 -0.628
Cl 0.355 4.046 -1.418
C -1.265 4.788 -1.420
Cl -2.488 3.580 -1.824
H -1.287 5.577 -2.171
H -1.465 5.163 -0.418
C 5.955 2.497 -1.517
C 4.543 2.645 -2.045
Sb 2.875 1.894 -0.798
C 3.923 1.860 1.120
C 4.745 0.624 1.411
C 2.989 -0.248 -1.272
C 4.231 -0.718 -1.995
H 6.654 3.004 -2.185
H 6.258 1.455 -1.451
H 6.047 2.957 -0.535
H 4.435 2.172 -3.022
H 4.323 3.706 -2.178
H 3.145 1.974 1.873
H 4.540 2.757 1.154
H 4.122 -0.268 1.368
H 5.170 0.679 2.413
H 5.567 0.514 0.706
H 2.107 -0.468 -1.876
H 2.865 -0.780 -0.331
H 4.402 -0.129 -2.894
H 4.118 -1.761 -2.295
H 5.107 -0.640 -1.356


# 3
101
Properties=species:S:1:pos:R:3 method="wB97M-V/def2-TZVPD" fmax_ha_per_bohr=0.15534 homo_ev=-12.5 charge=+1 energy_ev=-125352.8208 relative_energy_kcal_mol=78.1
C 3.922 -1.250 2.852
C 2.800 -2.046 2.030
S 1.267 -1.007 1.676
C 1.325 -0.785 -0.164
C -0.078 -0.966 -0.919
C -0.977 0.327 -0.611
O -1.828 0.205 0.567
C -2.668 -0.940 0.295
S -4.118 -0.866 1.459
C -3.811 -1.634 3.116
O -5.405 -1.375 0.821
O -4.366 0.615 1.723
C -1.739 -2.269 0.480
I -3.161 -3.966 0.381
N -0.765 -2.284 -0.677
C 0.189 -3.458 -0.625
O 0.925 -3.385 -1.887
C 1.916 -4.412 -1.959
C 1.511 -5.921 -2.321
O 3.133 -4.172 -1.790
H 3.904 -0.157 2.533
H 4.981 -1.674 2.718
H 3.719 -1.268 3.988
H 2.529 -2.988 2.640
H 3.283 -2.429 1.054
H 2.102 -1.451 -0.691
H 1.668 0.297 -0.375
H 0.160 -0.929 -2.048
H -1.677 0.508 -1.501
H -0.334 1.271 -0.494
H -3.055 -0.989 -0.785
H -2.728 -1.436 3.421
H -4.536 -1.126 3.846
H -4.093 -2.737 3.083
H -1.241 -2.331 1.499
H -1.354 -2.465 -1.523
H -0.347 -4.467 -0.636
H 0.865 -3.444 0.291
H 1.294 -6.560 -1.399
H 0.624 -5.857 -3.048
H 2.385 -6.362 -2.928
C 5.591 -0.553 -3.023
C 5.114 -1.579 -2.047
O 4.756 -0.809 -0.915
C 4.379 0.403 -1.407
O 3.759 1.219 -0.783
O 4.782 0.572 -2.697
F 6.116 -2.419 -1.697
H 6.645 -0.296 -2.885
H 5.439 -0.860 -4.059
H 4.249 -2.156 -2.386
C -5.510 3.531 2.826
C -5.815 3.427 4.286
O -6.012 4.771 4.671
C -6.482 5.403 3.558
O -7.012 6.473 3.566
O -6.279 4.658 2.433
F -4.754 2.933 4.971
H -4.452 3.727 2.629
H -5.810 2.639 2.274
H -6.710 2.842 4.518
C 1.222 2.724 1.873
C 1.901 3.395 0.722
O 1.858 4.763 1.073
C 1.865 4.785 2.439
O 2.106 5.757 3.096
O 1.571 3.562 2.964
F 1.196 3.221 -0.428
H 0.132 2.703 1.766
H 1.579 1.706 2.030
H 2.939 3.086 0.570
C -9.576 3.754 0.726
C -8.920 2.459 1.087
O -9.929 1.504 0.839
C -10.693 2.034 -0.160
O -11.470 1.407 -0.815
O -10.454 3.366 -0.322
F -8.609 2.424 2.407
H -10.158 4.176 1.550
H -8.861 4.502 0.382
H -8.034 2.222 0.491
C 3.994 -8.979 -4.789
C 4.671 -8.267 -5.917
O 3.601 -7.623 -6.581
C 2.668 -7.384 -5.620
O 1.752 -6.624 -5.745
O 2.908 -8.110 -4.490
F 5.243 -9.145 -6.772
H 3.605 -9.959 -5.080
H 4.646 -9.104 -3.924
H 5.409 -7.524 -5.602
C 4.474 7.213 0.834
C 5.190 7.368 -0.470
O 6.548 7.434 -0.085
C 6.636 6.706 1.066
O 7.662 6.314 1.536
O 5.407 6.475 1.610
F 4.856 8.533 -1.074
H 4.274 8.171 1.321
H 3.534 6.671 0.730
H 5.045 6.536 -1.165